[1]
Computed, not measured: a molecular structure, C40H37NO5P2Sr in a non-equilibrium geometry, with ωB97M-V/def2-TZVPD.

The geometry in XYZ format:
```
86
Properties=species:S:1:pos:R:3:forces:R:3
Sr -1.68904 0.01484 1.85998 6.0 0.5 -6.9
O -4.68683 1.68544 1.57130 0.0 -0.3 0.5
C -3.58127 1.50517 2.03776 -0.6 1.5 -0.2
O -2.45855 1.94159 1.56400 -1.8 2.5 0.0
C -3.43841 0.67451 3.39589 0.3 -0.1 0.4
C -2.12903 0.99347 4.23677 -0.8 -0.6 0.7
C -2.37983 0.57627 5.68924 0.0 -0.8 -0.4
C -2.24339 -1.00063 5.59775 -0.3 0.7 -0.2
C -2.00861 -1.20329 4.10268 -0.7 0.3 0.8
O -1.13254 -0.03615 3.84236 0.1 -0.1 4.1
C -3.36514 -0.92687 3.32744 0.1 0.2 0.4
C -3.49437 -1.64914 1.90784 -0.6 -1.5 -0.4
O -4.59807 -1.96401 1.51118 0.0 0.3 0.6
O -2.36998 -1.88521 1.31644 -1.6 -2.7 -0.3
H -4.29437 0.97341 3.96863 -0.4 0.1 0.3
H -1.74144 1.99255 4.08474 0.2 0.0 -0.1
H -3.35300 0.90365 6.03284 -0.2 0.0 0.1
H -1.62602 0.99662 6.33774 0.2 0.1 0.2
H -3.11593 -1.54001 5.95054 -0.1 0.0 0.1
H -1.37897 -1.34133 6.14718 0.2 -0.1 0.2
H -1.52416 -2.13298 3.81132 0.2 0.2 0.0
H -4.17161 -1.35001 3.89539 -0.3 -0.1 0.3
C 2.44667 0.14958 -0.63696 -0.5 -0.1 -0.5
N 1.57003 0.26948 -1.80427 0.2 0.0 0.3
C 0.62371 -0.80707 -2.06387 0.2 0.2 0.2
P -1.11552 -0.26888 -1.57961 0.0 0.4 0.3
C -2.12343 -1.23887 -2.76136 0.2 -0.1 -0.1
C -3.22264 -0.69051 -3.41973 -0.1 0.1 0.1
C -3.89215 -1.41170 -4.39753 0.0 -0.1 0.0
C -3.48489 -2.70184 -4.72175 0.0 0.0 0.0
C -2.43284 -3.28582 -4.02796 0.0 0.1 0.0
C -1.76290 -2.55817 -3.05054 0.1 -0.1 0.1
C -1.05695 1.39706 -2.34540 -0.2 0.2 0.1
C -1.02695 2.51052 -1.50070 0.0 0.0 -0.8
C -0.92761 3.80120 -2.01452 0.0 -0.1 0.0
C -0.85132 3.98694 -3.38448 0.0 0.0 -0.2
C -0.87521 2.88500 -4.24085 0.0 0.2 0.1
C -0.97992 1.60412 -3.72247 0.0 -0.1 -0.2
C 2.01064 1.11351 -2.86310 0.0 -0.2 0.3
C 2.20672 0.64300 -4.15929 0.1 0.1 -0.2
C 2.60728 1.51401 -5.17203 0.0 0.0 0.2
C 2.83534 2.85956 -4.90443 0.0 -0.1 0.0
C 2.66627 3.32378 -3.60376 0.0 0.0 0.0
C 2.25679 2.46223 -2.59637 0.0 0.1 0.1
P 1.55470 -0.24441 0.94689 -0.1 0.0 0.2
C 1.84265 -2.05289 1.09548 -0.4 -0.1 0.1
C 3.10907 -2.63230 1.15171 0.2 0.0 0.0
C 3.25218 -4.00472 1.27811 -0.2 -0.2 0.0
C 2.12332 -4.82626 1.35221 0.3 0.0 0.0
C 0.85787 -4.27155 1.27765 -0.1 0.1 0.0
C 0.72043 -2.89171 1.14505 0.3 0.0 0.0
C 2.72798 0.51564 2.14768 0.1 0.1 -0.1
C 2.98877 1.88694 2.01804 -0.1 0.0 0.0
C 3.87378 2.53181 2.86835 0.0 0.0 0.0
C 4.50106 1.81958 3.88537 -0.1 -0.1 0.0
C 4.20337 0.47503 4.06381 0.0 0.1 0.0
C 3.31920 -0.17111 3.20497 0.0 -0.1 0.1
H 2.95523 1.08953 -0.48328 0.1 0.2 0.0
H 3.21936 -0.61393 -0.76871 0.1 -0.1 -0.1
H 0.90250 -1.69120 -1.48740 0.0 -0.1 -0.1
H 0.59688 -1.09422 -3.10776 0.1 -0.1 -0.2
H -3.55801 0.31302 -3.17296 0.1 -0.1 -0.1
H -4.72899 -0.95753 -4.91705 0.0 -0.1 0.1
H -3.99346 -3.25401 -5.50425 0.0 0.0 0.1
H -2.12528 -4.30400 -4.25053 -0.1 0.1 0.0
H -0.95574 -3.04046 -2.50029 -0.1 0.1 -0.1
H -1.10727 2.38998 -0.44959 -0.1 -0.2 0.8
H -0.92264 4.65552 -1.34035 0.0 -0.2 -0.1
H -0.78332 4.99176 -3.79207 0.0 -0.1 0.0
H -0.80684 3.02702 -5.31474 0.0 0.0 0.1
H -1.00066 0.75315 -4.40239 0.0 0.1 0.1
H 2.05367 -0.40705 -4.38922 0.0 0.1 0.0
H 2.75071 1.12880 -6.17477 0.0 0.0 0.0
H 3.13973 3.53731 -5.69595 0.0 -0.1 0.1
H 2.83314 4.37253 -3.37309 0.0 -0.1 0.0
H 2.07785 2.84956 -1.59399 0.0 -0.1 -0.2
H 3.99522 -2.00454 1.11324 -0.1 -0.1 0.0
H 4.24434 -4.43973 1.32178 -0.1 0.0 0.0
H 2.23799 -5.89978 1.46820 0.0 0.1 0.0
H -0.02835 -4.90357 1.32303 0.2 0.2 0.0
H -0.27531 -2.49019 1.06555 -0.2 0.1 0.0
H 2.48033 2.46989 1.25163 0.1 -0.1 0.0
H 4.07167 3.59143 2.73910 0.0 -0.1 0.0
H 5.20814 2.31435 4.54037 -0.1 0.0 0.0
H 4.66320 -0.08087 4.87395 0.0 0.0 -0.1
H 3.09102 -1.22181 3.36820 0.1 0.2 -0.1
```
Positions in Å, forces in eV/Å.

## Properties
**E_HOMO**: -7.77 eV
**Kohn-Sham gap**: 8.0 eV
**Electronic energy**: -73220.6441 eV
**Max |F|**: 0.1782 hartree/bohr
**Relative energy (zero: lowest compared OMol25 entry of this formula, charge and spin)**: 4.122 eV
**LUMO level**: 0.2 eV

Mulliken atomic charge list, values in e, 5 entries: number 1, Sr, carries 1.503; number 2, O, carries -0.660; number 3, C, carries 0.235; number 4, O, carries -0.762; number 5, C, carries -1.154



[2]
Computed, not measured: a molecular structure, C40H38AsCl2InN3SSe3, with ωB97M-V/def2-TZVPD.

The geometry in XYZ format:
```
89
Properties=species:S:1:pos:R:3:forces:R:3
In 0.55210 -1.02080 -2.45803 -0.4 0.3 -0.1
Cl 3.22449 -2.12747 -2.01833 0.3 -0.1 -0.1
C 2.90640 -3.81853 -1.75097 0.0 0.1 0.0
C 3.82039 -4.51736 -0.98311 0.0 0.0 0.0
C 3.63106 -5.86982 -0.76250 0.0 0.0 0.0
C 2.52296 -6.49503 -1.31068 0.0 0.0 0.0
C 1.61814 -5.76806 -2.06439 0.0 0.0 0.0
Cl 0.24134 -6.62877 -2.69032 0.0 0.0 0.0
C 1.76403 -4.39359 -2.32723 0.0 -0.1 0.0
S 0.61878 -3.51284 -3.30728 0.1 0.0 0.1
H 4.66934 -3.99538 -0.56314 0.0 0.0 0.0
H 4.34239 -6.43307 -0.17351 0.0 0.0 0.0
H 2.34257 -7.54867 -1.14771 0.0 0.0 0.0
Se -1.40252 3.25046 -4.32869 -0.1 0.1 -0.1
Se -2.31441 2.00918 -2.62592 0.1 -0.3 0.3
C -2.63943 0.26735 -3.42080 -0.1 0.1 0.0
C -3.67257 0.17646 -4.34347 0.0 0.0 -0.1
C -4.06912 -1.07319 -4.79025 0.0 0.0 0.0
C -3.44783 -2.19310 -4.26946 0.0 0.0 0.0
C -2.43083 -2.01060 -3.34757 -0.1 0.0 0.0
N -2.01778 -0.80699 -2.93965 0.0 -0.1 0.0
C 0.35047 3.64432 -3.63889 0.1 -0.1 0.0
C 1.04476 4.65004 -4.30986 0.0 -0.1 0.0
C 2.34353 4.90932 -3.91794 0.0 0.0 0.0
C 2.88676 4.18056 -2.86744 0.0 0.0 0.0
C 2.08525 3.24002 -2.24218 0.0 0.1 0.0
N 0.83562 2.97725 -2.61661 -0.1 0.1 0.1
H -4.14871 1.07857 -4.69993 0.0 0.0 0.0
H -4.86163 -1.16647 -5.52235 0.0 0.0 0.0
H -3.73476 -3.19242 -4.56567 0.0 0.0 0.0
H -1.90684 -2.86199 -2.92805 0.0 0.0 0.0
H 0.57486 5.19763 -5.11701 0.0 0.0 0.0
H 2.92396 5.67431 -4.41913 0.0 0.0 0.0
H 3.90139 4.34567 -2.53124 0.0 0.0 0.0
H 2.45126 2.66647 -1.39634 0.0 0.0 0.0
Se 0.98897 0.13710 -4.55146 0.1 0.0 0.4
C -4.45724 4.58941 1.45529 0.0 0.0 0.0
C -3.31973 3.63135 1.21840 0.0 0.0 0.0
C -1.99855 4.03372 1.32212 0.0 0.0 0.0
C -0.94527 3.15113 1.10670 0.0 0.0 0.0
C 0.45315 3.70277 1.25378 0.0 -0.1 0.0
C -1.20182 1.80388 0.78484 0.1 0.1 -0.1
As 0.47536 0.80631 0.37873 0.0 0.1 -0.1
N 0.09770 -0.86979 -0.30208 0.0 -0.2 -0.1
C -0.37634 -1.92082 0.49431 0.1 0.0 0.1
C -0.28129 -3.25142 0.06787 0.0 0.0 -0.1
C -0.75182 -4.30950 0.82844 0.0 0.0 0.0
C -1.33110 -4.09307 2.07133 0.0 0.0 0.0
C -1.42593 -2.78399 2.52262 0.0 0.0 0.0
C -0.96373 -1.72709 1.75546 0.1 0.0 0.0
C 1.23272 0.45437 2.20942 -0.1 0.1 -0.1
C 2.53371 -0.07287 2.18142 0.1 0.0 0.0
C 3.23740 -0.46713 0.90803 0.0 0.0 0.1
C 3.25924 -0.23463 3.35963 0.0 0.0 0.0
C 2.74857 0.13263 4.59033 0.0 0.0 0.0
C 3.53628 -0.04522 5.86135 0.0 0.0 0.0
C 1.46541 0.65624 4.61260 0.0 0.0 0.0
C 0.69672 0.81666 3.46243 -0.2 0.0 0.0
C -0.69262 1.37047 3.69368 0.1 0.0 0.1
C -2.53751 1.39621 0.63866 0.0 0.0 -0.1
C -2.96244 0.01438 0.21179 0.0 0.0 0.0
C -3.56056 2.31319 0.86745 0.0 0.0 0.0
H -4.09033 5.56919 1.76128 0.0 0.0 0.0
H -5.12473 4.21802 2.23530 0.0 0.0 0.0
H -5.05342 4.72002 0.54974 0.0 0.0 0.0
H -1.77422 5.06475 1.57817 0.0 0.0 0.0
H 0.41443 4.73051 1.61588 0.0 0.0 0.0
H 0.97558 3.69663 0.29823 0.0 0.0 -0.1
H 1.05739 3.12394 1.95698 0.0 0.0 0.0
H 0.16836 -3.46019 -0.88897 -0.1 0.0 0.0
H -0.65099 -5.31554 0.43661 0.0 0.0 0.0
H -1.70185 -4.91724 2.66714 0.0 0.0 0.0
H -1.87319 -2.57125 3.48762 0.0 0.0 0.0
H -1.07813 -0.72655 2.13622 0.0 0.0 0.0
H 2.54862 -0.75487 0.12411 0.0 0.0 0.0
H 3.89294 -1.31950 1.09265 0.0 0.0 0.0
H 3.85737 0.35477 0.53824 0.0 0.0 0.0
H 4.25459 -0.66484 3.30068 0.0 0.0 0.0
H 4.56057 -0.35026 5.64739 0.0 0.0 0.0
H 3.08498 -0.80891 6.49837 0.0 0.0 0.0
H 3.57009 0.88214 6.43600 0.0 0.0 0.0
H 1.02976 0.94015 5.56643 0.0 0.0 0.0
H -0.99585 1.16015 4.71993 0.0 0.0 0.0
H -1.44215 0.95403 3.02724 0.0 0.0 0.1
H -0.72199 2.45357 3.55424 0.0 0.0 0.0
H -2.21789 -0.45944 -0.42131 0.0 0.0 0.0
H -3.90229 0.07479 -0.34151 0.0 0.0 0.0
H -3.12556 -0.63927 1.06977 0.0 0.0 0.0
H -4.58681 1.97742 0.74607 0.0 0.0 0.0
```
Positions in Å, forces in eV/Å.

## Properties
**E_HOMO**: -3.73 eV
**Kohn-Sham gap**: 6.1 eV
**Electronic energy**: -344502.0110 eV
**Net charge**: -1
**Max |F|**: 0.0088 hartree/bohr
**Relative energy (zero: lowest compared OMol25 entry of this formula, charge and spin)**: 0.000 eV
**LUMO level**: 2.3 eV

Mulliken atomic charge list, values in e, 5 entries: number 1, In, carries 0.323; number 2, Cl, carries -0.115; number 3, C, carries 1.066; number 4, C, carries -0.845; number 5, C, carries -0.409